[1]
Here is an isolated molecule of C5H7NO2 from the Open Molecules 2025 dataset. Energies are from wB97M-V/def2-TZVPD.

The geometry in XYZ format:
```
15
Properties=species:S:1:pos:R:3
O -2.25 -1.17 1.52
C -1.23 -0.78 0.90
C -0.97 0.49 -0.01
C 0.49 0.30 -0.25
C 1.55 1.24 -0.74
O 1.14 1.94 -1.96
C 0.97 -0.85 0.17
N -0.04 -1.53 0.79
H -1.65 0.39 -0.88
H -1.16 1.40 0.56
H 2.54 0.60 -0.68
H 1.66 2.14 -0.03
H 1.00 1.34 -2.71
H 1.95 -1.22 0.02
H -0.03 -2.39 1.31
```

Energy relative to the best compared isomer or geometry (same formula, charge and spin): 26.6 kcal/mol

[2]
Here is a structure of composition C24H63F6N3O23S3Zn from the Open Molecules 2025 dataset. Energies are from wB97M-V/def2-TZVPD.

The geometry in XYZ format:
```
123
Properties=species:S:1:pos:R:3
Zn 0.70 0.63 -0.46
S -1.72 1.15 -1.27
O -2.75 0.27 -1.82
O -0.44 1.09 -1.98
O -2.15 2.50 -1.30
O -1.21 0.72 0.01
C 2.82 4.47 0.11
F 3.05 5.48 0.88
F 3.11 4.75 -1.16
F 3.68 3.54 0.60
S 0.96 3.84 0.36
O 0.05 4.47 -0.61
O 0.92 2.38 0.23
O 0.64 4.32 1.69
C 4.79 1.67 -2.56
F 5.70 1.27 -3.48
F 5.39 1.89 -1.44
F 4.10 2.72 -3.03
S 3.48 0.27 -2.20
O 2.40 0.84 -1.33
O 2.89 -0.04 -3.56
O 4.18 -0.87 -1.59
C 3.02 -5.92 -1.63
C 3.50 -4.56 -2.16
O 4.30 -3.75 -1.26
O 2.11 -5.68 -0.53
H 3.95 -6.35 -1.27
H 2.51 -6.39 -2.46
H 2.66 -3.94 -2.47
H 4.03 -4.72 -3.10
H 4.14 -2.83 -1.47
H 2.61 -5.39 0.23
C -4.38 -2.63 0.41
C -2.88 -2.52 0.15
O -2.57 -2.23 -1.21
O -5.09 -1.46 0.14
H -4.56 -2.99 1.42
H -4.77 -3.39 -0.27
H -2.51 -3.52 0.35
H -2.38 -1.75 0.75
H -2.53 -1.28 -1.35
H -6.02 -1.58 0.35
C -2.90 2.27 2.59
C -4.31 1.70 2.16
O -4.41 1.68 0.75
O -1.87 1.28 2.50
H -2.96 2.57 3.63
H -2.57 3.13 2.02
H -5.16 2.35 2.34
H -4.53 0.69 2.50
H -4.20 2.59 0.52
H -1.75 1.06 1.57
C -1.09 -1.07 -4.64
C 0.07 -2.13 -4.73
O 1.16 -2.07 -3.81
O -0.61 0.28 -4.57
H -1.72 -1.27 -3.77
H -1.65 -1.19 -5.57
H 0.45 -2.26 -5.74
H -0.30 -3.14 -4.53
H 1.69 -1.28 -3.73
H -0.22 0.48 -3.72
C 1.83 -1.58 1.02
C 0.94 -2.15 -0.08
O 0.74 -1.31 -1.20
O 1.42 -0.22 1.25
H 2.87 -1.63 0.70
H 1.76 -2.17 1.93
H 0.03 -2.54 0.37
H 1.35 -3.06 -0.51
H 0.61 -1.88 -1.97
H 1.95 0.18 1.94
C 0.99 3.64 -3.62
C -0.11 4.49 -4.34
C -0.23 4.06 -5.80
O -1.35 4.75 -6.32
C -1.80 4.26 -7.61
N -1.38 4.28 -3.57
H 0.98 2.61 -3.97
H 0.79 3.42 -2.57
H 1.97 4.11 -3.74
H 0.13 5.55 -4.31
H -0.28 2.98 -5.99
H 0.72 4.38 -6.23
H -1.08 4.48 -8.40
H -2.81 4.61 -7.79
H -1.77 3.17 -7.58
H -1.56 3.31 -3.75
H -2.04 4.64 -4.24
C -1.03 -2.22 3.53
C -2.44 -1.99 4.03
C -2.87 -2.97 5.16
O -3.10 -4.32 4.70
C -3.57 -5.19 5.76
N -2.55 -0.62 4.45
H -0.27 -2.19 4.30
H -0.86 -1.48 2.74
H -0.90 -3.24 3.16
H -3.12 -2.06 3.18
H -3.85 -2.65 5.50
H -2.21 -2.94 6.03
H -4.20 -4.66 6.48
H -2.80 -5.78 6.27
H -4.20 -5.93 5.27
H -2.36 0.04 3.71
H -1.75 -0.44 5.05
C 0.47 1.79 4.60
C 1.28 0.50 4.60
C 2.79 0.72 4.22
O 2.86 0.92 2.85
C 4.16 1.18 2.33
N 1.30 0.00 5.99
H 0.94 2.52 5.26
H -0.56 1.63 4.92
H 0.46 2.35 3.67
H 0.87 -0.28 3.97
H 3.30 -0.23 4.39
H 3.31 1.50 4.77
H 4.18 1.10 1.24
H 4.95 0.49 2.62
H 4.61 2.16 2.50
H 1.83 -0.86 6.04
H 1.86 0.65 6.52
```

Charge: -2
Energy relative to the best compared isomer or geometry (same formula, charge and spin): 0.0 kcal/mol

[3]
Here is the ion C8H14Cl2FN2O5S2 with charge +1 from the Open Molecules 2025 dataset. Energies are from wB97M-V/def2-TZVPD.

The geometry in XYZ format:
```
34
Properties=species:S:1:pos:R:3
H 3.20 -2.41 1.24
N 3.92 -2.25 0.49
C 3.24 -1.76 -0.53
C 1.67 -1.49 -0.54
N 1.25 -0.07 -0.09
C -0.17 -0.29 0.46
C -1.11 1.01 0.39
C -2.52 0.62 1.14
C -3.79 0.77 0.16
S -4.26 -0.85 -0.65
O -5.59 -1.34 -0.08
O -3.17 -1.89 -0.54
Cl -4.53 -0.52 -2.70
C 2.06 0.45 1.08
C 3.20 1.52 0.72
O 2.94 2.73 0.96
Cl 4.85 1.17 0.06
S 1.30 0.91 -1.54
O 2.58 0.78 -2.32
O 0.19 0.42 -2.45
F 1.02 2.53 -1.29
H 3.82 -1.51 -1.49
H 1.19 -1.79 -1.53
H 1.21 -2.19 0.27
H -0.64 -1.07 -0.25
H -0.14 -0.68 1.54
H -1.41 1.34 -0.66
H -0.66 1.87 1.02
H -2.66 1.22 2.11
H -2.44 -0.49 1.43
H -4.72 1.13 0.74
H -3.64 1.52 -0.69
H 1.31 1.00 1.76
H 2.49 -0.39 1.75
```

Charge: +1

Number 1: LUMO level 0.7 eV, HOMO -0.3170 Ha. Number 2: LUMO level 3.7 eV, HOMO -0.1149 Ha. Number 3: LUMO level -5.8 eV, HOMO -0.5102 Ha.